Entry from the OMol25 dataset: a cluster of 2 separate species, C3H9NO2 in total (ωB97M-V/def2-TZVPD).

Calculated values
SMILES string	CNC(C)=O.O
charge	0
HOMO-LUMO gap	10.203	eV
energy relative to the best compared isomer or geometry (same formula, charge and spin)	0.807	eV
calculated total energy	-324.94297	Eh
2S+1	1

Geometry (Å):
C1 1.20301 -0.38332 0.32805
N1 0.30221 -0.80825 -0.72861
C2 0.09067 -0.04724 -1.81513
C3 -0.70962 -0.72811 -3.03128
O1 0.49278 1.12780 -1.85341
H1 2.22561 -0.73182 0.10569
H2 0.91140 -0.76019 1.32280
H3 1.20550 0.71931 0.35643
H4 -0.03891 -1.77190 -0.76809
H5 -1.13069 0.08559 -3.64543
H6 -1.53908 -1.35012 -2.65485
H7 -0.06328 -1.35293 -3.67039
O2 -1.08733 2.31104 5.58289
H8 -0.18815 2.07654 5.25926
H9 -1.67411 1.61360 5.21206

Atom charges from the Mulliken analysis, given in e for atoms 1 to 6: -0.77 -0.21 0.69 -1.01 -0.64 0.27

Entry from the OMol25 dataset: a cluster of 3 separate species, C3H9NO2 in total (ωB97M-V/def2-TZVPD).

Calculated values
SMILES string	C=CN=C.O.O
charge	0
HOMO-LUMO gap	9.999	eV
energy relative to the best compared isomer or geometry (same formula, charge and spin)	2.459	eV
calculated total energy	-324.88225	Eh
2S+1	1

Geometry (Å):
C1 -1.38742 -0.12229 -1.64573
C2 -1.61690 -0.25790 -0.34728
N1 -0.67100 -0.48218 0.66098
C3 0.06795 -1.50577 0.60145
H1 -0.39169 -0.16961 -2.06900
H2 -2.18522 0.10747 -2.33825
H3 -2.61859 -0.15487 0.05864
H4 0.98747 -1.56111 1.16842
H5 -0.13858 -2.31502 -0.10975
O1 0.63478 2.12730 1.59320
H6 0.13336 2.42301 2.37397
H7 0.50856 1.16996 1.68851
O2 2.17261 -0.13505 -0.39785
H8 1.78387 0.71752 -0.10408
H9 2.72081 0.15854 -1.13322

Atom charges from the Mulliken analysis, given in e for atoms 1 to 6: -0.58 -0.15 -0.36 -0.36 0.26 0.25

Entry from the OMol25 dataset: a cluster of 2 separate species, C3H9NO2 in total (ωB97M-V/def2-TZVPD).

Calculated values
SMILES string	C[C@H](N)C=O.O
charge	0
HOMO-LUMO gap	10.461	eV
energy relative to the best compared isomer or geometry (same formula, charge and spin)	2.241	eV
calculated total energy	-324.89026	Eh
2S+1	1

Geometry (Å):
C1 1.35112 0.54038 -0.98401
C2 -0.18918 0.65780 -0.97957
N1 -0.76066 -0.69290 -0.73904
C3 -0.73511 1.06298 -2.38323
O1 -1.84557 1.46952 -2.53739
H1 1.57639 0.73869 0.06577
H2 1.62517 -0.51094 -1.06488
H3 1.76359 1.12146 -1.79974
H4 -0.57791 1.50601 -0.40876
H5 -0.68356 -0.69825 0.26821
H6 -1.66933 -0.96434 -1.08626
H7 0.00719 0.90574 -3.18688
O2 1.66356 -2.25202 5.88479
H8 1.80673 -3.15668 5.67326
H9 0.72339 -2.16054 5.93091

Atom charges from the Mulliken analysis, given in e for atoms 1 to 6: -1.29 0.57 -0.63 -0.25 -0.44 0.33